(1)
Computed, not measured: a structure of composition C2HFLi2NaO2, with ωB97M-V/def2-TZVPD.

XYZ file:
```
9
Properties=species:S:1:pos:R:3:forces:R:3
O 0.3588 -0.3626 -0.3285 0.87 1.46 0.43
C -0.7609 -0.0370 -0.6181 -1.43 -2.66 -0.91
C -2.0709 -0.2528 -0.8429 0.47 2.13 1.77
O -2.6135 -1.4168 -1.0951 0.61 -0.96 -0.45
Li 1.9043 0.6415 0.4765 0.24 -0.15 0.03
F 3.2914 1.2895 1.2662 0.14 0.43 0.48
H -2.6900 0.6206 -0.5729 0.02 -0.33 -0.60
Li -2.2846 -3.1295 -1.1644 -0.28 0.66 -0.05
Na 4.8654 2.6470 2.8792 -0.63 -0.58 -0.70
```
Forces are in eV/Å.

The value obtained for the gap between HOMO and LUMO is 5.64 eV. The HOMO energy is -0.3582 hartree. Its total charge is +1. For the energy above the lowest of the compared OMol25 structures with the same formula, charge and spin, the calculation gives 43.8 kJ/mol. The LUMO energy comes out at -0.1509 Eh.


(2)
Computed, not measured: a cluster of 2 separate species, C2HFN2O2 in total, with ωB97M-V/def2-TZVPD.

XYZ file:
```
8
Properties=species:S:1:pos:R:3:forces:R:3
C -1.3385 -0.1186 0.7949 -5.30 -2.33 -1.79
C 0.6739 1.0284 -1.7655 0.10 -0.31 0.73
N -0.3725 -0.6481 1.1612 2.99 2.64 1.00
N 0.3419 -1.5824 1.6007 2.71 -3.31 0.04
O 1.4047 0.7603 -2.6164 0.14 0.10 -0.60
O -0.0090 1.2277 -0.8495 0.28 0.58 -0.81
F -1.8702 1.0490 0.7293 0.17 2.31 0.48
H 1.1697 -1.7164 0.9452 -1.09 0.33 0.95
```
Forces are in eV/Å.

The value obtained for the gap between HOMO and LUMO (alpha / beta) is 7.24 / 8.72 eV. Its expectation value of S² is 2.01. The HOMO energy (alpha / beta) is -0.2528 / -0.3789 hartree. Its total charge is 0. As for the spin multiplicity: 3. For the energy above the lowest of the compared OMol25 structures with the same formula, charge and spin, the calculation gives 0.0 kJ/mol. The LUMO energy (alpha / beta) comes out at 0.0131 / -0.0583 Eh.


(3)
Computed, not measured: an isolated molecule of C2HFO3S, with ωB97M-V/def2-TZVPD.

XYZ file:
```
8
Properties=species:S:1:pos:R:3:forces:R:3
C 0.8717 0.4003 0.0957 6.50 4.80 -0.27
C 0.8316 -0.8697 -0.0395 -3.72 -5.74 -0.25
O -1.8344 0.6489 -1.1527 0.32 -0.14 -1.28
O 0.0271 1.2777 0.3768 1.80 0.18 -0.04
O -1.5198 -0.7427 0.8356 0.30 0.54 -0.35
F 1.2597 -2.0275 -0.3326 0.98 0.68 -0.02
S -1.6935 0.5978 0.2671 -3.77 -0.83 1.83
H 2.0577 0.7151 -0.0504 -2.41 0.50 0.39
```
Forces are in eV/Å.

The value obtained for the gap between HOMO and LUMO (alpha / beta) is 9.25 / 6.38 eV. Its expectation value of S² is 2.02. The HOMO energy (alpha / beta) is -0.3292 / -0.3627 hartree. Its total charge is 0. As for the spin multiplicity: 3. For the energy above the lowest of the compared OMol25 structures with the same formula, charge and spin, the calculation gives 137.2 kJ/mol. The LUMO energy (alpha / beta) comes out at 0.0108 / -0.1284 Eh.


(4)
Computed, not measured: a structure of composition C2HFOSn, with ωB97M-V/def2-TZVPD.

XYZ file:
```
6
Properties=species:S:1:pos:R:3:forces:R:3
H -0.3765 -1.1170 1.0219 -0.59 0.03 -0.03
C 0.1557 0.0598 0.4085 -3.38 0.38 -1.91
C -1.1082 -0.3847 0.0497 1.90 1.29 1.39
O 1.1440 0.5371 -0.0710 0.55 -0.62 2.44
F -2.1194 0.4080 0.2873 -0.23 -1.21 0.35
Sn 2.3045 0.4969 -1.6965 1.75 0.14 -2.25
```
Forces are in eV/Å.

The value obtained for the gap between HOMO and LUMO (alpha / beta) is 5.78 / 9.75 eV. Its expectation value of S² is 0.75. The HOMO energy (alpha / beta) is -0.4405 / -0.5818 hartree. Its total charge is +1. As for the spin multiplicity: 2. For the energy above the lowest of the compared OMol25 structures with the same formula, charge and spin, the calculation gives 0.0 kJ/mol. The LUMO energy (alpha / beta) comes out at -0.2280 / -0.2234 Eh.


(5)
Computed, not measured: a cluster of 2 separate species, C2HI3 in total, with ωB97M-V/def2-TZVPD.

XYZ file:
```
6
Properties=species:S:1:pos:R:3:forces:R:3
C 0.9972 -0.5973 -0.8506 0.06 1.28 -0.50
C 0.4744 -1.3716 -0.1123 -0.22 -1.40 0.44
I -0.7173 3.5785 0.4855 0.89 1.77 -0.50
I -0.1495 -3.0440 0.7783 -0.08 0.19 0.14
I -1.9049 1.2082 1.1494 -0.87 -1.80 0.49
H 1.3002 0.2262 -1.4503 0.22 -0.04 -0.07
```
Forces are in eV/Å.

The value obtained for the gap between HOMO and LUMO (alpha / beta) is 7.94 / 5.62 eV. Its expectation value of S² is 2.01. The HOMO energy (alpha / beta) is -0.2826 / -0.3391 hartree. Its total charge is 0. As for the spin multiplicity: 3. For the energy above the lowest of the compared OMol25 structures with the same formula, charge and spin, the calculation gives 0.0 kJ/mol. The LUMO energy (alpha / beta) comes out at 0.0091 / -0.1326 Eh.


(6)
Computed, not measured: a cluster of 2 separate species, C2HIN3 in total, with ωB97M-V/def2-TZVPD.

XYZ file:
```
7
Properties=species:S:1:pos:R:3:forces:R:3
C -0.3216 -0.0991 -0.9995 0.05 -0.14 0.32
C 0.7619 -0.8990 -1.1077 -0.11 0.10 -0.21
N -0.1552 0.1780 0.2871 0.26 0.14 0.32
N 1.6135 -1.1279 -0.1754 2.44 -2.28 -2.13
N 0.9583 -0.4216 0.6393 -1.24 1.91 3.70
I -1.7436 2.1811 2.9295 0.25 -0.30 -0.39
H -1.1133 0.1884 -1.5733 -1.66 0.57 -1.61
```
Forces are in eV/Å.

The value obtained for the gap between HOMO and LUMO (alpha / beta) is 4.22 / 6.87 eV. The HOMO energy (alpha / beta) is -0.5209 / -0.5758 hartree. Its total charge is +1. For the energy above the lowest of the compared OMol25 structures with the same formula, charge and spin, the calculation gives 397.1 kJ/mol. The LUMO energy (alpha / beta) comes out at -0.3656 / -0.3231 Eh.


(7)
Computed, not measured: a structure of composition C2HInO2, with ωB97M-V/def2-TZVPD.

XYZ file:
```
6
Properties=species:S:1:pos:R:3:forces:R:3
H 0.8932 -2.8757 0.0928 0.06 0.03 -0.03
C 0.3985 -1.9514 0.3459 -1.10 1.44 0.65
C -0.2197 -0.9458 0.6763 1.17 -2.14 -0.37
O 0.4946 2.6939 -0.9652 0.23 0.30 -0.32
O -0.6078 2.2355 -0.9141 -0.12 0.31 0.11
In -0.9589 0.8435 0.7643 -0.23 0.05 -0.05
```
Forces are in eV/Å.

The value obtained for the gap between HOMO and LUMO (alpha / beta) is 6.62 / 6.37 eV. The HOMO energy (alpha / beta) is -0.7738 / -0.7735 hartree. Its total charge is +2. The LUMO energy (alpha / beta) comes out at -0.5305 / -0.5395 Eh.


(8)
Computed, not measured: a structure of composition C2HLaO3, with ωB97M-V/def2-TZVPD.

XYZ file:
```
7
Properties=species:S:1:pos:R:3:forces:R:3
O 1.8717 0.5366 -0.8834 -2.60 -0.48 1.20
H 2.3985 -0.2399 -0.6469 0.36 -0.38 -0.52
O -0.2151 -0.4150 0.7524 -1.29 -0.83 2.26
O -1.4322 0.3426 0.4103 0.59 -1.28 -0.52
C 0.5887 0.3077 -0.7178 4.11 -0.04 0.84
C -0.5903 0.6441 -1.0665 -4.12 1.03 -0.58
La -2.6214 -1.1762 2.1519 2.95 1.98 -2.68
```
Forces are in eV/Å.

The value obtained for the gap between HOMO and LUMO (alpha / beta) is 4.81 / 4.80 eV. The HOMO energy (alpha / beta) is -0.5879 / -0.5878 hartree. Its total charge is +2. For the energy above the lowest of the compared OMol25 structures with the same formula, charge and spin, the calculation gives 913.4 kJ/mol. The LUMO energy (alpha / beta) comes out at -0.4113 / -0.4113 Eh.


(9)
Computed, not measured: a structure of composition C2HLiO3Tl, with ωB97M-V/def2-TZVPD.

XYZ file:
```
8
Properties=species:S:1:pos:R:3:forces:R:3
C 1.9173 0.7350 -0.7065 0.45 -0.21 -0.14
H 2.7491 0.8692 0.0121 -0.27 0.06 -0.32
O 0.8199 0.4572 0.1812 0.03 1.12 0.19
C -0.3972 0.1520 -0.3678 1.47 -3.05 -0.70
O -1.2590 -0.0553 0.5241 -1.57 0.91 -0.14
O -0.4103 -0.2999 -1.5304 -0.43 1.47 -0.41
Li 1.1313 0.2238 -2.5142 -0.11 0.00 0.55
Tl -0.0195 -0.8305 2.1850 0.44 -0.30 0.96
```
Forces are in eV/Å.

The value obtained for the gap between HOMO and LUMO (alpha / beta) is 5.94 / 7.92 eV. Its expectation value of S² is 0.75. The HOMO energy (alpha / beta) is -0.2272 / -0.3004 hartree. Its total charge is 0. As for the spin multiplicity: 2. For the energy above the lowest of the compared OMol25 structures with the same formula, charge and spin, the calculation gives 125.5 kJ/mol. The LUMO energy (alpha / beta) comes out at -0.0089 / -0.0094 Eh.


(10)
Computed, not measured: the ion C2HN2 with charge +1, with ωB97M-V/def2-TZVPD.

XYZ file:
```
5
Properties=species:S:1:pos:R:3:forces:R:3
C -1.2503 -0.0331 -0.0705 5.10 0.59 0.95
C -0.0169 0.0996 0.0628 -8.83 -0.60 -0.58
N 1.2092 0.0016 0.0083 9.30 0.52 -0.35
N 2.3465 0.0461 -0.0357 -4.34 -0.47 0.18
H -2.2885 -0.1143 0.0352 -1.22 -0.04 -0.20
```
Forces are in eV/Å.

The value obtained for the gap between HOMO and LUMO is 10.27 eV. The HOMO energy is -0.6683 hartree. Its total charge is +1. For the energy above the lowest of the compared OMol25 structures with the same formula, charge and spin, the calculation gives 118.5 kJ/mol. The LUMO energy comes out at -0.2907 Eh.


- What is the formula in the tenth record?
  C2HN2